96
Properties=species:S:1:pos:R:3 method="wB97M-V/def2-TZVPD" s_squared=0.75 multiplicity=2 max_force_ev_per_a=6.02 total_energy_ha=-1507.35864 total_charge=-1 molar_mass_g_mol=504.9
C -3.4257 3.1066 -1.5256
C -2.1663 3.8247 -2.1513
N -2.3663 5.2798 -2.4740
C -1.1284 5.7994 -3.0393
C -1.1974 7.2671 -3.1724
C -3.5913 5.7021 -3.1387
C -3.5555 5.3765 -4.6880
H -3.5999 3.4643 -0.5108
H -3.2241 2.0392 -1.4348
H -4.3864 3.2997 -2.0029
H -1.3094 3.7521 -1.4815
H -1.7401 3.1847 -2.9239
H -0.2840 5.5351 -2.4027
H -0.8690 5.3013 -3.9735
H -0.1932 7.6910 -3.1706
H -1.6445 7.5773 -4.1169
H -1.6797 7.7784 -2.3394
H -3.8280 6.7475 -2.9404
H -4.5043 5.2369 -2.7671
H -4.5390 5.3736 -5.1579
H -3.0205 4.4641 -4.9516
H -2.9891 6.1046 -5.2688
C 2.4038 -2.7528 1.6375
C 2.3536 -4.2215 2.1486
N 2.3236 -4.4313 3.6140
C 3.4726 -3.8253 4.3171
C 4.8421 -4.3926 3.9756
C 1.1163 -3.7958 4.1211
C 0.6736 -4.5491 5.3395
H 3.2626 -2.2995 2.1325
H 1.5882 -2.1797 2.0785
H 2.3022 -2.7304 0.5525
H 1.5406 -4.7932 1.7011
H 3.2146 -4.7390 1.7256
H 3.3887 -2.7731 4.0451
H 3.4063 -3.8563 5.4047
H 4.9887 -4.1853 2.9155
H 5.5680 -3.8594 4.5894
H 4.9931 -5.4291 4.2769
H 0.3013 -3.9151 3.4072
H 1.4779 -2.7834 4.3005
H 1.2711 -4.3464 6.2283
H 0.4242 -5.6100 5.3175
H -0.1470 -4.0242 5.8286
C 5.4779 1.8306 -3.3201
C 4.3744 1.0753 -4.0058
N 3.0584 0.7666 -3.2824
C 2.3205 1.9955 -2.9091
C 1.9679 2.9472 -4.0880
C 3.2475 -0.1835 -2.1290
C 3.6980 -1.6678 -2.5088
H 6.2428 2.2966 -3.9413
H 5.9084 1.2313 -2.5179
H 5.0500 2.6683 -2.7693
H 4.2374 1.7404 -4.8584
H 4.7793 0.1202 -4.3401
H 1.3406 1.8028 -2.4722
H 2.7832 2.6011 -2.1299
H 1.2596 2.6338 -4.8550
H 1.5890 3.8545 -3.6174
H 2.9269 3.2100 -4.5345
H 2.3766 -0.0941 -1.4797
H 3.9999 0.1768 -1.4275
H 4.5448 -1.6554 -3.1949
H 3.1058 -2.2124 -3.2442
H 3.8127 -2.3868 -1.6976
N -2.3406 -0.3489 1.0717
C -1.7200 0.7267 0.4779
C -0.5063 0.3283 -0.0717
C -0.3880 -1.0696 0.2581
C -1.5743 -1.4951 0.7769
H -3.1086 -0.3477 1.7276
H -2.2214 1.6708 0.6313
H 0.2110 0.8806 -0.6607
H 0.3170 -1.8717 0.0968
H -1.8056 -2.5001 1.0977
N -2.6632 -4.6315 0.0215
C -3.0845 -4.6559 1.3570
C -2.1139 -5.3475 2.0818
C -1.0625 -5.6634 1.1890
C -1.4230 -5.2596 -0.0529
H -3.3247 -4.3905 -0.7026
H -4.0869 -4.2920 1.5277
H -2.1874 -5.4959 3.1490
H -0.1222 -6.1639 1.3671
H -0.9506 -5.4053 -1.0132
N -4.6528 -0.4876 4.8871
C -3.3880 0.0328 4.5209
C -3.4663 1.0331 3.5453
C -4.7557 1.2880 3.4189
C -5.4812 0.3904 4.2507
H -4.8225 -1.2803 5.4895
H -2.4375 -0.4111 4.7777
H -2.6389 1.4464 2.9875
H -5.2835 1.9240 2.7238
H -6.5433 0.2321 4.3661

130
Properties=species:S:1:pos:R:3 method="wB97M-V/def2-TZVPD" multiplicity=1 max_force_ev_per_a=5.24 total_energy_ha=-5803.10101 smiles="O=S1(=O)OCCO1.O=S1(=O)OCCO1.O=S1(=O)OCCO1.O=S1(=O)OCCO1.O=S1(=O)OCCO1.CCOC(=O)OC.CCOC(=O)OC.CCOC(=O)OC.CCOC(=O)OC.CCOC(=O)OC" molar_mass_g_mol=1141.1
C -3.3516 -5.8112 -4.2497
C -4.9540 -5.7362 -4.3854
O -5.4411 -5.6011 -3.0882
C -6.0823 -6.6390 -2.4850
O -5.9749 -7.8264 -2.7330
O -6.7552 -6.0589 -1.4534
C -7.3590 -6.8720 -0.4547
H -2.9079 -5.7647 -5.2442
H -3.0127 -6.7535 -3.8193
H -3.0956 -4.8377 -3.8316
H -5.3282 -6.6208 -4.9006
H -5.2464 -4.8415 -4.9351
H -7.6196 -6.2826 0.4244
H -6.5633 -7.5802 -0.2235
H -8.2410 -7.3492 -0.8816
C 10.5899 2.2428 -1.2657
C 11.9920 2.6373 -0.7717
O 12.9323 1.7062 -1.1136
C 14.1895 2.0281 -0.7686
O 14.5624 2.8653 0.0141
O 15.0019 1.1605 -1.3735
C 16.4364 1.2777 -1.1778
H 10.5089 2.0350 -2.3326
H 9.8407 2.9605 -0.9315
H 10.3059 1.2776 -0.8463
H 11.9118 2.6155 0.3152
H 12.2069 3.6841 -0.9868
H 16.9387 0.9400 -2.0843
H 16.7887 0.9121 -0.2132
H 16.6652 2.3432 -1.1985
C 4.4870 3.0337 9.4485
C 4.2595 3.6639 8.1326
O 5.4562 3.5546 7.3655
C 5.5141 4.0845 6.1113
O 4.5230 4.5560 5.5317
O 6.7111 4.0983 5.5264
C 7.8857 3.8152 6.3442
H 3.5117 3.0747 9.9334
H 5.2091 3.6003 10.0364
H 4.8076 1.9927 9.4075
H 4.0750 4.7197 8.3308
H 3.4013 3.2225 7.6259
H 8.8154 3.8512 5.7764
H 8.0574 2.9305 6.9573
H 7.9698 4.7715 6.8604
C -2.3115 6.7494 -3.0453
C -2.2710 6.5285 -1.5353
O -1.3371 7.3573 -0.8557
C -0.0147 7.3043 -1.1830
O 0.4907 6.5727 -2.0405
O 0.6695 8.1112 -0.3103
C 2.0932 8.1908 -0.4060
H -1.3501 6.5274 -3.5085
H -2.6703 7.7352 -3.3411
H -2.8762 6.0269 -3.6345
H -2.0746 5.4671 -1.3842
H -3.2700 6.7832 -1.1814
H 2.4750 8.4688 0.5764
H 2.4184 8.8541 -1.2075
H 2.4867 7.1956 -0.6131
C -14.1651 2.6168 -4.2341
C -13.0452 3.5158 -4.0215
O -12.0868 2.7929 -3.2990
C -10.8254 3.0535 -3.6338
O -10.3131 4.0499 -4.1510
O -10.1813 1.9025 -3.4609
C -8.7632 1.7574 -3.7159
H -14.8503 3.3779 -4.6075
H -14.6345 2.1352 -3.3763
H -13.9967 1.9078 -5.0446
H -13.3958 4.4159 -3.5166
H -12.7602 3.8999 -5.0010
H -8.2181 1.7673 -2.7720
H -8.5753 2.3630 -4.6025
H -8.5203 0.7115 -3.9032
C 5.9088 -4.0117 3.2175
C 6.5446 -5.0113 4.1587
O 7.9115 -4.9675 3.7165
S 8.3266 -3.3764 3.3194
O 9.4199 -3.2864 2.3464
O 8.4423 -2.5494 4.5110
O 6.8920 -3.2195 2.6035
H 5.2721 -3.2915 3.7315
H 5.3849 -4.4366 2.3613
H 6.1208 -5.9889 3.9289
H 6.3741 -4.6495 5.1727
C -1.1796 -8.8300 0.9392
C -1.3469 -10.3286 0.5278
O -0.3441 -10.4389 -0.5221
S 0.9423 -9.4503 -0.1461
O 1.3793 -8.7025 -1.3025
O 2.0003 -10.2279 0.6252
O 0.2158 -8.4236 0.9049
H -1.5332 -8.7568 1.9676
H -1.7188 -8.1731 0.2566
H -2.3852 -10.6599 0.5411
H -0.9041 -11.0192 1.2453
C 0.7265 0.6688 -0.8837
C 1.6912 0.9788 0.1889
O 1.1316 0.6902 1.4500
S -0.2850 -0.2106 1.2294
O -1.2348 0.0822 2.2927
O -0.0645 -1.5703 0.7919
O -0.4396 0.6881 -0.1158
H 0.9517 -0.2805 -1.3697
H 0.6044 1.4339 -1.6504
H 1.8208 2.0557 0.2960
H 2.6785 0.5190 0.1433
C -8.2888 1.3866 9.2002
C -8.5843 0.0652 9.8645
O -7.3011 -0.3350 10.4161
S -6.0832 -0.0412 9.3097
O -5.9803 -1.1256 8.3116
O -4.9191 0.3166 10.0719
O -7.0181 1.1853 8.6600
H -8.2114 2.2795 9.8204
H -8.9679 1.5269 8.3591
H -8.8979 -0.6333 9.0887
H -9.3715 0.0314 10.6177
C -1.4822 0.2340 -12.3983
C -2.5076 -0.5618 -11.5957
O -1.8886 -0.7554 -10.2976
S -0.8657 0.4673 -9.8999
O 0.4284 -0.0815 -9.6121
O -1.4734 1.3667 -8.9566
O -0.8507 1.0913 -11.4261
H -1.9402 0.8819 -13.1457
H -0.6617 -0.3284 -12.8440
H -2.8137 -1.4843 -12.0891
H -3.3736 0.0376 -11.3149